(1)
# C16H32O

An isolated molecule of C16H32O (ωB97M-V/def2-TZVPD, the OMol25 dataset).

Geometry as XYZ:
```
49
Properties=species:S:1:pos:R:3:nbo_charge:R:1
C -5.97 -1.56 1.41 -0.5985
C -4.95 -1.71 0.29 -0.3965
C -4.48 -0.35 -0.22 -0.3963
C -3.55 -0.44 -1.44 -0.3927
C -2.24 -1.19 -1.19 -0.3927
C -1.38 -0.63 -0.06 -0.3937
C -0.91 0.80 -0.30 -0.4005
C 0.04 1.28 0.80 -0.3874
C 0.55 2.70 0.57 -0.4003
C 1.58 2.83 -0.56 -0.4026
C 3.03 2.88 -0.09 -0.3843
C 3.53 1.61 0.61 -0.3960
C 3.60 0.40 -0.32 -0.3939
C 4.14 -0.83 0.40 -0.3854
C 4.18 -2.05 -0.52 -0.5097
C 4.79 -3.24 0.16 0.4551
O 4.34 -4.36 0.16 -0.5134
H -6.85 -1.02 1.06 0.1995
H -6.29 -2.53 1.77 0.2073
H -5.55 -1.00 2.25 0.1997
H -4.09 -2.27 0.67 0.1942
H -5.39 -2.28 -0.53 0.1937
H -3.99 0.19 0.58 0.1915
H -5.36 0.23 -0.52 0.2001
H -4.08 -0.95 -2.24 0.2004
H -3.33 0.57 -1.78 0.1987
H -2.46 -2.24 -0.97 0.2011
H -1.66 -1.17 -2.12 0.1993
H -0.50 -1.27 0.05 0.1999
H -1.92 -0.68 0.88 0.1937
H -0.41 0.85 -1.27 0.1926
H -1.77 1.47 -0.34 0.1956
H 0.88 0.58 0.87 0.1889
H -0.50 1.25 1.75 0.2011
H -0.31 3.34 0.35 0.2022
H 0.99 3.07 1.49 0.1996
H 1.39 3.76 -1.11 0.2083
H 1.45 2.02 -1.28 0.1939
H 3.14 3.72 0.60 0.1993
H 3.67 3.08 -0.95 0.1975
H 2.89 1.38 1.46 0.1966
H 4.53 1.81 1.00 0.2017
H 2.61 0.17 -0.71 0.1967
H 4.25 0.63 -1.17 0.1971
H 3.51 -1.05 1.26 0.2023
H 5.15 -0.63 0.78 0.1985
H 3.18 -2.31 -0.87 0.2223
H 4.81 -1.83 -1.38 0.2240
H 5.73 -3.01 0.70 0.0915
```

HOMO-LUMO gap = 10.7 eV
HOMO = -9.7403 eV
DFT total energy = -19159.0255 eV
SMILES string = CCCCCCCCCCCCCCCC=O
ΔE to the lowest compared entry with this formula, charge and spin = 0.1301 eV
LUMO energy = 0.034 hartree

***

(2)
# C16H32O2S

C16H32O2S as an isolated structure (ωB97M-V/def2-TZVPD, the OMol25 dataset).

Geometry as XYZ:
```
51
Properties=species:S:1:pos:R:3:nbo_charge:R:1
C 0.49 0.05 -4.89 -0.5894
C 0.94 -1.28 -4.55 -0.3709
C 1.33 -1.52 -3.11 -0.3330
C 2.62 -0.53 -2.83 -0.4732
C 3.16 -0.67 -1.53 -0.2798
C 2.38 -0.58 -0.32 -0.4877
C 2.09 0.88 -0.11 -0.3544
C 0.89 1.01 0.99 -0.3565
C 0.44 2.43 1.12 -0.3790
C -0.24 2.75 2.59 -0.3718
C -1.39 1.55 2.80 -0.3727
C -2.56 1.78 1.68 -0.4108
C -3.79 1.20 2.17 -0.3658
C -3.54 -0.59 2.01 -0.5973
H -4.59 -0.96 1.81 0.2225
H -2.79 -0.69 1.11 0.2389
S -2.61 -1.15 3.47 0.2450
C -1.88 -2.74 2.56 -0.6089
C -1.01 -2.34 1.69 0.7029
O -0.94 -1.92 0.58 -0.5897
O 0.27 -2.23 2.18 -0.7743
H 1.15 -1.97 1.69 0.5314
H -2.75 -3.38 1.99 0.2692
H -1.43 -3.51 3.37 0.2937
H -4.80 1.20 1.41 0.2135
H -4.09 1.16 3.30 0.2278
H -2.80 3.07 1.79 0.1943
H -2.25 1.40 0.85 0.1971
H -1.64 2.01 3.85 0.2029
H -0.97 0.75 2.99 0.1767
H 0.44 2.51 3.33 0.1971
H -0.66 3.78 2.47 0.2047
H -0.19 2.63 0.43 0.1787
H 1.37 3.24 1.14 0.1839
H 0.16 0.40 0.96 0.1942
H 1.48 0.51 2.02 0.1456
H 1.18 1.18 -1.11 0.1812
H 2.97 1.34 0.10 0.2075
H 1.41 -1.31 -0.46 0.2132
H 2.90 -1.14 0.55 0.2076
H 4.24 -0.23 -1.17 0.2226
H 3.81 -2.07 -1.45 0.0819
H 3.54 -0.71 -3.66 0.2195
H 2.46 0.60 -2.91 0.2216
H 0.61 -1.26 -2.70 0.1677
H 1.65 -2.42 -2.91 0.2014
H 1.89 -1.40 -5.22 0.1720
H 0.25 -1.92 -4.74 0.1882
H -0.04 0.05 -6.05 0.1912
H 1.31 0.76 -4.96 0.2157
H -0.44 0.27 -4.32 0.2036
```

HOMO-LUMO gap = 9.3 eV
HOMO = -8.9155 eV
DFT total energy = -32025.7351 eV
ΔE to the lowest compared entry with this formula, charge and spin = 16.9960 eV
LUMO energy = 0.013 hartree

***

(3)
# C16H33BF4N5O3

A 9-piece molecular cluster, C16H33BF4N5O3 overall (ωB97M-V/def2-TZVPD, the OMol25 dataset).

Geometry as XYZ:
```
62
Properties=species:S:1:pos:R:3:nbo_charge:R:1
B 54.15 38.42 80.84 1.3412
F 54.06 37.18 81.60 -0.6082
F 55.51 38.74 80.78 -0.5748
F 53.58 38.15 79.62 -0.5662
F 53.45 39.30 81.52 -0.5479
C 57.78 37.02 82.47 -0.7333
C 58.73 36.74 83.54 0.2948
N 59.53 36.55 84.39 -0.3746
H 58.46 37.69 81.83 0.2734
H 57.57 36.01 82.12 0.2518
H 56.79 37.37 82.76 0.2814
C 51.95 41.18 83.54 -0.7430
C 53.12 41.98 84.22 0.2862
N 53.97 42.59 84.62 -0.3592
H 50.97 41.49 84.04 0.2562
H 52.01 41.19 82.45 0.2675
H 52.29 40.01 83.52 0.2918
C 54.39 42.08 80.74 -0.7210
C 55.35 43.26 80.55 0.3026
N 56.07 44.19 80.38 -0.3730
H 53.43 42.30 80.23 0.2474
H 54.86 41.20 80.25 0.2653
H 54.29 42.02 81.90 0.2688
C 51.86 40.77 78.47 -0.6677
C 51.68 42.33 78.58 0.2737
N 51.58 43.45 78.63 -0.3706
H 50.98 40.68 77.81 0.2536
H 52.81 40.64 78.03 0.2497
H 51.76 40.43 79.47 0.2614
C 50.55 36.74 77.81 -0.6888
C 49.58 37.65 78.59 0.2922
N 48.93 38.38 79.26 -0.3671
H 50.19 37.00 76.96 0.2248
H 51.61 36.85 78.18 0.2873
H 50.44 35.72 77.81 0.2490
C 54.70 33.19 78.69 -0.6310
C 54.06 34.13 79.71 -0.0384
O 53.58 35.24 78.92 -0.7963
H 53.89 32.97 77.87 0.2097
H 55.24 32.49 79.17 0.2027
H 55.50 33.56 78.04 0.2099
H 54.66 34.46 80.40 0.1652
H 53.27 33.68 80.36 0.1534
H 53.52 36.18 79.30 0.5167
C 60.06 39.49 79.19 -0.6216
C 58.58 38.98 79.12 -0.0699
O 57.88 39.80 80.02 -0.7319
H 60.09 40.58 79.23 0.2184
H 60.79 39.02 78.50 0.2054
H 60.25 39.24 80.41 0.1853
H 58.66 37.96 79.36 0.1562
H 58.21 39.17 78.03 0.1425
H 57.04 39.28 80.08 0.5037
C 54.47 37.73 84.93 -0.6448
C 54.50 36.11 84.84 -0.0658
O 53.32 35.82 84.03 -0.7416
H 54.36 38.20 84.03 0.2132
H 55.44 38.13 85.11 0.2050
H 53.67 38.17 85.63 0.2089
H 54.34 35.78 85.90 0.1698
H 55.33 35.58 84.45 0.1666
H 53.47 36.30 83.26 0.4839
```

HOMO-LUMO gap = 10.2 eV
HOMO = -7.8381 eV
total charge = -1
DFT total energy = -42268.4543 eV
ΔE to the lowest compared entry with this formula, charge and spin = 0.3981 eV
LUMO energy = 0.089 hartree

***

(4)
# C16H33BN2OP2W

C16H33BN2OP2W as an isolated structure (ωB97M-V/def2-TZVPD, the OMol25 dataset).

Geometry as XYZ:
```
56
Properties=species:S:1:pos:R:3:nbo_charge:R:1
W -0.01 -0.11 -0.25 1.1426
P 2.33 -0.43 -1.14 1.0049
P -2.20 0.56 1.00 1.1357
N -0.77 0.02 -1.89 -0.6700
H -0.06 -1.66 0.43 -0.1012
C 2.99 -2.13 -1.30 -0.9343
H 3.97 -2.11 -1.80 0.2343
H 2.29 -2.73 -1.90 0.2470
H 3.10 -2.59 -0.31 0.2561
C 3.70 0.51 -0.37 -0.9323
H 4.64 0.26 -0.89 0.2238
H 3.78 0.27 0.69 0.2903
H 3.49 1.58 -0.48 0.2484
C 2.36 0.16 -2.87 -0.9429
H 3.37 0.03 -3.29 0.2326
H 2.09 1.22 -2.92 0.2448
H 1.65 -0.41 -3.49 0.2530
C -3.05 -0.89 1.65 -0.9427
H -4.00 -0.55 2.08 0.2367
H -2.46 -1.40 2.43 0.2767
H -3.27 -1.60 0.84 0.2450
C -2.07 1.72 2.37 -0.9525
H -3.06 1.82 2.82 0.2354
H -1.63 2.65 2.01 0.2434
H -1.40 1.35 3.17 0.3081
C -3.33 1.35 -0.20 -0.9506
H -4.25 1.55 0.37 0.2289
H -3.51 0.66 -1.03 0.2509
H -2.85 2.28 -0.55 0.2438
C -1.26 0.20 -3.14 0.1131
C -2.17 -0.74 -5.16 -0.1990
C -1.65 -0.94 -3.89 -0.2369
C -1.35 1.52 -3.67 -0.2427
C -1.87 1.68 -4.94 -0.1996
C -2.28 0.56 -5.67 -0.2259
H -2.48 -1.60 -5.74 0.2186
H -1.53 -1.92 -3.42 0.2248
H -1.01 2.34 -3.03 0.2158
H -1.96 2.69 -5.33 0.2184
H -2.69 0.70 -6.67 0.2143
C 1.56 -0.26 2.70 0.1531
O 1.70 0.54 1.68 -0.8509
C 2.16 -1.62 2.39 -0.6154
H 2.29 -2.25 3.27 0.2194
H 3.11 -1.56 1.85 0.2024
H 1.45 -2.15 1.75 0.1979
C 2.09 0.42 4.04 -0.6230
H 1.65 -0.12 4.88 0.2445
H 1.66 1.48 3.96 0.2234
H 3.18 0.41 4.24 0.2017
B -0.38 -0.12 4.61 -0.5516
C 0.12 -0.44 2.97 0.3332
N -0.43 -0.03 1.84 -0.6017
H -0.14 -1.16 5.19 0.0053
H -1.56 -0.02 4.90 -0.0182
H -0.07 0.99 5.16 0.0231
```

spin multiplicity = 3
HOMO-LUMO gap (spin up / spin down) = 6.2 / 5.7 eV
HOMO (spin up / spin down) = -7.3676 / -7.2854 eV
DFT total energy = -43226.9901 eV
ΔE to the lowest compared entry with this formula, charge and spin = 5.4429 eV
LUMO energy (spin up / spin down) = -0.045 / -0.057 hartree

***

(5)
# C16H33CaN5O8P2S4

C16H33CaN5O8P2S4 as an isolated structure (ωB97M-V/def2-TZVPD, the OMol25 dataset).

Geometry as XYZ:
```
69
Properties=species:S:1:pos:R:3:nbo_charge:R:1
Ca -0.68 0.28 1.22 1.7716
C -2.22 2.35 -2.97 -0.5401
C -0.91 1.68 -3.36 -0.5520
S -0.81 -0.07 -2.92 0.2025
C -1.56 -0.81 -4.39 -0.5508
C -1.74 -2.33 -4.22 -0.5425
S -1.86 -2.91 -2.51 0.2291
C -3.53 -2.27 -2.18 -0.5404
C -3.88 -2.25 -0.70 -0.5352
S -3.23 -0.94 0.37 0.1849
C -4.31 0.48 0.06 -0.5513
C -4.07 1.23 -1.25 -0.5296
S -2.56 2.25 -1.19 0.2259
H -3.06 1.91 -3.51 0.2103
H -2.18 3.41 -3.25 0.2276
H -0.08 2.15 -2.83 0.2354
H -0.71 1.80 -4.43 0.2161
H -0.90 -0.63 -5.24 0.2189
H -2.51 -0.33 -4.61 0.2039
H -0.91 -2.87 -4.66 0.2331
H -2.65 -2.65 -4.73 0.2193
H -4.24 -2.91 -2.71 0.2151
H -3.59 -1.27 -2.61 0.2105
H -3.56 -3.18 -0.23 0.2406
H -4.97 -2.21 -0.59 0.2252
H -4.11 1.14 0.91 0.2693
H -5.34 0.16 0.13 0.2219
H -4.93 1.88 -1.45 0.2186
H -3.97 0.54 -2.08 0.2030
O 0.51 2.93 2.56 -1.0420
P -1.05 2.85 3.02 2.5361
O -1.52 4.14 3.52 -1.1008
O -1.78 2.09 1.93 -1.2655
O -0.90 1.78 4.29 -1.0963
P -0.45 0.27 4.04 2.5313
O -0.10 -0.25 5.51 -0.9908
O -1.51 -0.54 3.35 -1.1836
O 0.84 0.28 3.22 -1.2661
H 1.02 2.18 2.89 0.5163
H -0.87 -0.24 6.08 0.5098
N 2.45 -1.90 3.48 -0.8005
C 2.57 -3.09 2.90 0.6536
N 3.45 -3.98 3.42 -0.7862
N 1.92 -3.48 1.81 -0.6580
C 1.06 -2.66 1.29 0.5267
N 0.30 -1.95 0.77 -0.6150
H 2.97 -1.69 4.32 0.3991
H 1.82 -1.15 3.16 0.4648
H 3.80 -3.86 4.35 0.3947
H 3.40 -4.92 3.06 0.4147
O 0.87 1.11 -0.30 -0.7249
C 1.89 0.97 -0.96 0.7690
C 2.53 -0.36 -1.21 -0.5288
C 3.77 -0.38 -0.26 -0.3973
C 3.71 0.55 0.97 -0.4177
C 4.06 2.03 0.72 -0.4171
C 3.03 2.84 -0.07 -0.2323
N 2.65 2.06 -1.28 -0.6250
H 2.84 -0.46 -2.25 0.2307
H 1.82 -1.14 -0.98 0.2593
H 4.67 -0.12 -0.83 0.1969
H 3.91 -1.41 0.08 0.2259
H 4.43 0.17 1.70 0.2200
H 2.73 0.48 1.46 0.2188
H 5.02 2.07 0.19 0.1893
H 4.23 2.53 1.68 0.2254
H 3.42 3.81 -0.37 0.2081
H 2.12 3.01 0.51 0.2477
H 3.47 1.80 -1.81 0.3687
```

HOMO-LUMO gap = 8.7 eV
HOMO = -8.3730 eV
DFT total energy = -121328.8698 eV
ΔE to the lowest compared entry with this formula, charge and spin = 1.4843 eV
LUMO energy = 0.011 hartree

***

(6)
# C16H33ClHgP2

C16H33ClHgP2 as an isolated structure (ωB97M-V/def2-TZVPD, the OMol25 dataset).

Geometry as XYZ:
```
53
Properties=species:S:1:pos:R:3:nbo_charge:R:1
P -0.01 1.97 0.23 1.4707
P -1.99 -1.81 -0.50 0.7750
C -1.54 1.18 -0.42 -0.8213
C -2.18 -0.09 0.20 -0.7218
H -1.47 1.13 -1.52 0.2255
H -2.25 2.00 -0.22 0.2465
H -1.97 -0.13 1.28 0.2424
H -3.28 0.06 0.10 0.2271
C -1.53 -1.40 -2.25 -0.9437
H -0.93 -2.21 -2.71 0.2599
H -0.87 -0.50 -2.29 0.2536
H -2.40 -1.19 -2.90 0.2462
C -3.72 -2.39 -0.48 -0.9499
H -4.36 -1.68 -1.02 0.2291
H -4.06 -2.45 0.56 0.2474
H -3.85 -3.39 -0.91 0.2614
C 0.12 3.74 -0.53 -0.8576
H 0.74 4.39 0.11 0.2532
H -0.89 4.18 -0.60 0.2228
H 0.52 3.81 -1.55 0.2124
C -0.95 2.93 1.59 -0.9685
H -1.41 2.24 2.32 0.2074
H -1.77 3.54 1.17 0.2024
H -0.30 3.64 2.14 0.2314
Hg -1.09 -3.27 0.96 1.1603
C 1.60 0.27 -1.33 -0.0997
C 1.50 1.65 -1.33 -0.3814
C 2.87 2.32 -1.07 -0.4064
C 3.16 2.38 0.42 -0.4244
C 1.93 2.49 1.21 -0.5556
C 1.14 1.34 1.56 -0.4153
C 1.40 -0.13 1.22 -0.4178
C 2.04 -0.50 -0.14 -0.4832
C 0.63 -3.99 2.11 -1.1284
H 1.28 -0.30 -2.20 0.1944
H 0.98 2.04 -2.21 0.2141
H 2.89 3.33 -1.50 0.2126
H 3.66 1.72 -1.55 0.2068
H 3.73 1.49 0.71 0.1810
H 3.83 3.24 0.62 0.2164
H 1.82 3.35 1.88 0.2042
H 0.65 1.38 2.54 0.2561
H 0.44 -0.68 1.29 0.1955
H 2.02 -0.59 2.00 0.2332
H 3.13 -0.48 0.00 0.2226
H 1.78 -1.54 -0.36 0.2266
H 0.22 -4.57 2.93 0.2099
H 1.20 -3.12 2.43 0.1956
H 1.28 -4.64 1.52 0.2250
Cl 0.27 -5.96 -0.52 -0.0920
C -1.06 -4.88 -0.70 -1.0694
H -0.98 -4.47 -1.71 0.1769
H -1.96 -5.49 -0.59 0.1907
```

HOMO-LUMO gap (spin up / spin down) = 4.9 / 4.9 eV
HOMO (spin up / spin down) = -5.3165 / -5.3198 eV
DFT total energy = -52392.0296 eV
ΔE to the lowest compared entry with this formula, charge and spin = 7.3885 eV
LUMO energy (spin up / spin down) = -0.016 / -0.016 hartree